Version 1
The following is a quantum chemistry calculation of a 2-piece molecular cluster, C6H12N2 overall, from OMol25.

CARTESIAN COORDINATES (ANGSTROEM)
C: 1.01 0.54 -1.95
C: -0.64 2.34 0.66
C: 0.04 1.06 -0.95
C: -1.25 0.70 -0.70
N: 0.39 2.08 -0.10
N: -1.72 1.54 0.29
H: -0.80 3.17 1.32
H: -2.42 1.22 0.96
H: -2.02 0.10 -1.15
H: 1.45 -0.42 -1.63
H: 1.85 1.22 -2.08
H: 0.48 0.21 -2.84
C: 0.82 -1.25 1.52
C: 0.11 -2.22 0.61
H: 0.21 -0.84 2.33
H: 1.74 -1.66 1.93
H: 0.96 -0.38 0.89
H: 0.83 -2.65 -0.09
H: -0.62 -1.67 0.02
H: -0.44 -3.09 0.99

Orbital gap ... 9.567 eV
Structure (SMILES) ... Cc1c[nH]cn1.CC
HOMO ... -8.67 eV

Atom charges from the Löwdin analysis, given in e for atoms 1 to 4: C -0.038; C -0.184; C -0.384; C -0.109


Version 2
The following is a quantum chemistry calculation of an isolated molecule of C6H12N2, from OMol25.

CARTESIAN COORDINATES (ANGSTROEM)
C: -0.03 -1.61 0.41
C: -0.61 0.53 -1.14
C: -0.28 1.97 -1.50
C: -1.10 -1.50 1.47
C: 0.48 -0.18 -0.37
C: 1.07 0.46 0.79
N: 1.84 -0.20 -0.68
N: 1.22 0.94 1.89
H: 2.05 0.22 -1.58
H: 1.95 0.63 2.54
H: -0.39 -2.14 -0.47
H: 0.87 -2.10 0.76
H: -0.79 -0.06 -2.05
H: -1.53 0.51 -0.55
H: 0.65 2.03 -2.08
H: -1.08 2.41 -2.10
H: -0.74 -1.01 2.37
H: -1.98 -0.97 1.11
H: -0.15 2.57 -0.60
H: -1.43 -2.50 1.76

Orbital gap ... 8.697 eV
Structure (SMILES) ... [H]/N=C1\NC1(CC)CC
HOMO ... -7.64 eV

Atom charges from the Löwdin analysis, given in e for atoms 1 to 4: C -0.149; C -0.182; C -0.094; C -0.110


The most stable arrangement is version 1, and the next structure is 78.4 kcal/mol less stable.


Version 1
The following is a quantum chemistry calculation of C6H12N2 as an isolated structure, from OMol25.

CARTESIAN COORDINATES (ANGSTROEM)
C: 0.10 -0.03 1.81
C: -0.04 1.93 0.32
N: 0.44 0.51 0.45
C: 1.82 0.42 0.03
N: 2.96 0.43 0.30
H: 0.58 0.57 2.58
H: -1.11 1.96 0.51
H: 0.47 -1.05 1.88
H: -0.98 -0.01 1.94
H: 0.49 2.56 1.03
H: 0.17 2.28 -0.69
C: -0.10 -1.98 -0.69
C: -0.26 -0.50 -1.00
C: -1.44 -0.06 -1.53
H: 0.86 -0.16 -1.47
H: 0.90 -2.19 -0.31
H: -0.84 -2.31 0.04
H: -0.22 -2.55 -1.61
H: -2.20 -0.77 -1.82
H: -1.61 0.97 -1.79

Orbital gap ... 7.532 eV
HOMO ... -7.07 eV

Atom charges from the Löwdin analysis, given in e for atoms 1 to 4: C -0.026; C -0.044; N -0.274; C -0.271


Version 2
The following is a quantum chemistry calculation of an isolated molecule of C6H12N2, from OMol25.

CARTESIAN COORDINATES (ANGSTROEM)
C: -0.85 -0.99 1.37
C: -2.29 0.64 0.11
N: 1.44 0.37 0.41
C: 1.17 -0.39 -0.78
C: -0.99 -0.12 0.15
N: 1.37 1.79 0.35
C: -0.26 -0.29 -1.00
C: 2.08 -1.16 -1.38
H: 2.33 0.12 0.83
H: 1.72 2.14 -0.55
H: 0.39 2.05 0.40
H: -0.64 -0.04 -1.98
H: 0.11 -1.51 1.37
H: -1.66 -1.73 1.37
H: -0.96 -0.40 2.29
H: -2.42 1.17 -0.84
H: -3.14 -0.03 0.22
H: -2.32 1.36 0.92
H: 3.13 -1.10 -1.13
H: 1.78 -1.88 -2.13

Orbital gap ... 8.795 eV
Structure (SMILES) ... C=C(C=C(C)C)NN
HOMO ... -7.94 eV

Atom charges from the Löwdin analysis, given in e for atoms 1 to 4: C -0.061; C -0.070; N -0.117; C -0.384


Version 3
The following is a quantum chemistry calculation of a 2-piece molecular cluster, C6H12N2 overall, from OMol25.

CARTESIAN COORDINATES (ANGSTROEM)
C: -2.38 2.08 0.70
C: -1.06 2.05 -0.06
H: -3.08 1.29 0.45
H: -2.25 2.00 1.78
H: -2.89 3.02 0.51
H: -0.26 1.39 0.23
H: -0.67 3.07 -0.11
H: -1.32 1.88 -1.10
C: 2.53 -0.50 0.74
C: 0.75 -2.64 -1.47
C: 1.52 -1.30 0.01
C: 0.16 -1.17 0.03
N: 1.87 -2.21 -0.97
N: -0.33 -2.03 -0.91
H: 0.61 -3.45 -2.16
H: -1.32 -2.12 -1.09
H: -0.41 -0.54 0.68
H: 2.84 0.38 0.17
H: 3.50 -0.99 0.84
H: 2.20 -0.20 1.74

Orbital gap ... 9.385 eV
Structure (SMILES) ... Cc1c[nH]cn1.CC
HOMO ... -8.57 eV

Atom charges from the Löwdin analysis, given in e for atoms 1 to 4: C -0.169; C -0.165; H 0.054; H 0.060


The most stable arrangement is version 3, and the next structure is 57.2 kcal/mol less stable.


Version 1
The following is a quantum chemistry calculation of an isolated molecule of C6H12N2, from OMol25.

CARTESIAN COORDINATES (ANGSTROEM)
C: 2.37 -0.65 -0.43
C: 1.20 -0.33 0.42
C: 0.69 1.17 0.50
C: -0.77 0.57 0.31
C: -1.76 1.48 -0.40
C: -0.86 -1.81 -0.01
H: 3.29 -0.79 0.19
H: 2.24 -1.51 -0.92
H: 2.56 0.17 -1.20
H: 1.36 -0.96 1.29
H: 0.98 1.66 1.43
H: 0.93 1.64 -0.48
H: -1.19 0.12 1.08
H: -2.66 1.13 -0.64
H: -1.22 1.69 -1.27
H: -1.91 2.51 0.02
H: -0.43 -2.77 0.12
H: -2.60 -0.88 0.18
N: -0.12 -0.61 -0.31
N: -2.12 -1.84 0.13

Orbital gap ... 10.279 eV
Structure (SMILES) ... [H]/N=C\N1[C@H](C)C[C@@H]1C
HOMO ... -9.21 eV

Atom charges from the Löwdin analysis, given in e for atoms 1 to 4: C -0.072; C -0.318; C -0.024; C -0.341


Version 2
The following is a quantum chemistry calculation of a 2-piece molecular cluster, C6H12N2 overall, from OMol25.

CARTESIAN COORDINATES (ANGSTROEM)
C: 0.28 -0.44 -1.49
C: 0.00 1.69 1.66
C: -0.26 0.30 -2.45
N: 0.86 1.79 0.49
C: -0.45 -1.11 -0.41
C: 0.34 -1.97 0.47
C: -1.76 -0.97 -0.17
N: 1.56 -2.18 0.27
H: 1.83 1.68 0.76
H: 1.34 -0.62 -1.46
H: 2.02 -2.80 0.93
H: -0.23 -2.42 1.30
H: 0.14 0.72 2.12
H: -1.03 1.77 1.34
H: 0.19 2.46 2.43
H: 0.36 0.75 -3.21
H: -1.32 0.49 -2.53
H: 0.76 2.70 0.06
H: -2.39 -0.35 -0.78
H: -2.24 -1.48 0.65

Orbital gap ... 9.044 eV
Structure (SMILES) ... [H]/N=C/C(=C)C=C.CN
HOMO ... -8.48 eV

Atom charges from the Löwdin analysis, given in e for atoms 1 to 4: C -0.170; C -0.200; C 0.012; N -0.054


The most stable arrangement is version 2, and the next structure is 16.8 kcal/mol less stable.


Version 1
The following is a quantum chemistry calculation of an isolated molecule of C6H12N2, from OMol25.

CARTESIAN COORDINATES (ANGSTROEM)
C: -0.21 -1.07 1.28
C: -0.22 -0.53 -0.15
C: 1.04 -1.03 -0.76
C: 1.93 0.30 -0.11
C: -0.24 0.92 -0.25
C: -1.82 0.75 0.10
H: -1.11 -0.77 1.83
H: -0.22 -2.15 0.89
H: 0.54 -0.74 1.99
H: 1.45 -2.04 -0.34
H: 0.98 -1.17 -1.96
H: 2.39 0.82 -1.02
H: 2.95 -0.09 0.52
H: 0.97 2.33 0.31
H: -0.14 1.54 -1.29
H: -2.20 0.38 1.12
H: -2.49 1.41 -0.47
H: -1.60 -0.41 -1.70
N: 0.89 1.23 0.59
N: -1.52 -0.54 -0.67

Orbital gap ... 9.239 eV
Structure (SMILES) ... C[C@]12CCN[C@@H]1CN2
HOMO ... -8.32 eV

Atom charges from the Löwdin analysis, given in e for atoms 1 to 4: C -0.026; C -0.718; C -0.088; C -0.136


Version 2
The following is a quantum chemistry calculation of C6H12N2 as an isolated structure, from OMol25.

CARTESIAN COORDINATES (ANGSTROEM)
C: 0.17 -1.62 1.54
C: -1.42 0.24 1.25
C: -0.61 0.02 -2.75
N: -0.13 -0.34 0.93
C: 1.20 0.83 0.26
C: 0.43 0.04 -0.65
C: 1.93 1.84 0.63
N: -0.19 0.78 -1.59
H: 0.87 -0.94 -0.93
H: 1.04 -2.08 1.06
H: 0.40 -1.51 2.60
H: -0.66 -2.33 1.44
H: -1.67 1.01 0.52
H: -2.22 -0.51 1.23
H: -1.41 0.68 2.26
H: -1.70 -0.17 -2.74
H: -0.17 -0.98 -2.90
H: -0.44 0.56 -3.69
H: 2.37 2.49 -0.12
H: 2.19 1.99 1.67

Orbital gap ... 7.846 eV
HOMO ... -7.23 eV

Atom charges from the Löwdin analysis, given in e for atoms 1 to 4: C -0.088; C -0.084; C -0.215; N -0.184


Version 3
The following is a quantum chemistry calculation of an isolated molecule of C6H12N2, from OMol25.

CARTESIAN COORDINATES (ANGSTROEM)
C: -1.11 1.29 -0.51
C: 0.37 1.40 2.06
C: 0.53 -0.39 -2.03
C: 0.57 0.26 1.10
C: -0.75 0.08 0.21
C: -0.45 -0.89 -0.95
N: -1.70 2.13 -1.04
N: -0.05 -2.19 -0.64
H: -0.58 1.47 2.52
H: 0.96 1.43 2.95
H: 0.50 2.42 1.59
H: 1.46 -0.27 -1.46
H: 0.52 -1.10 -2.85
H: 0.25 0.54 -2.47
H: 1.48 0.41 0.59
H: 0.74 -0.65 1.66
H: -1.59 -0.06 1.01
H: -1.37 -0.98 -1.51
H: 0.86 -2.19 -0.11
H: -0.64 -2.70 -0.10

Orbital gap ... 10.466 eV
Structure (SMILES) ... CC[C@@H](C#N)[C@@H](C)N
HOMO ... -9.69 eV

Atom charges from the Löwdin analysis, given in e for atoms 1 to 4: C -0.245; C -0.120; C -0.042; C -0.200


The most stable arrangement is version 3, and the next structure is 98.8 kcal/mol less stable.


Version 1
The following is a quantum chemistry calculation of a 2-piece molecular cluster, C6H12N2 overall, from OMol25.

CARTESIAN COORDINATES (ANGSTROEM)
C: -2.77 0.54 -1.63
C: 0.71 0.09 -1.05
C: -1.41 0.03 -1.32
C: -1.10 -1.06 -0.55
N: -0.28 0.79 -1.53
N: 0.27 -1.01 -0.39
H: 1.76 0.32 -1.14
H: 0.80 -1.73 0.07
H: -1.63 -1.76 0.06
H: -3.15 1.10 -0.78
H: -3.50 -0.22 -1.89
H: -2.83 1.28 -2.44
C: 1.29 0.02 2.63
C: 2.75 0.43 2.55
H: 1.20 -1.06 2.50
H: 0.87 0.15 3.63
H: 0.57 0.56 2.01
H: 3.11 0.26 1.53
H: 2.89 1.45 2.89
H: 3.38 -0.17 3.21

Orbital gap ... 9.431 eV
Structure (SMILES) ... Cc1c[nH]cn1.CC
HOMO ... -8.58 eV

Atom charges from the Löwdin analysis, given in e for atoms 1 to 4: C -0.058; C -0.222; C -0.363; C -0.069


Version 2
The following is a quantum chemistry calculation of C6H12N2 as an isolated structure, from OMol25.

CARTESIAN COORDINATES (ANGSTROEM)
C: -0.60 0.76 1.53
C: -1.65 1.29 -0.69
C: 0.06 -1.97 0.49
C: -0.94 0.36 0.24
C: -0.21 -0.74 -0.38
H: -0.62 -1.01 -1.35
H: -1.11 1.62 1.94
H: -0.47 -0.01 2.28
H: -1.77 2.29 -0.26
H: 0.88 0.82 1.16
H: -2.65 0.89 -0.88
H: -1.13 1.37 -1.64
H: -0.88 -2.39 0.85
H: 0.58 -2.72 -0.10
H: 0.68 -1.73 1.35
N: 1.81 0.55 0.27
N: 1.55 -0.28 -1.99
C: 1.26 -0.09 -0.76
H: 2.47 0.11 -2.22
H: 2.75 0.88 0.13

Orbital gap ... 8.901 eV
HOMO ... -8.53 eV

Atom charges from the Löwdin analysis, given in e for atoms 1 to 4: C -0.027; C -0.030; C -0.062; C -0.299


The most stable arrangement is version 1, and the next structure is 42.5 kcal/mol less stable.


Version 1
The following is a quantum chemistry calculation of a 2-piece molecular cluster, C3H10NO2 overall, from OMol25.

CARTESIAN COORDINATES (ANGSTROEM)
C: -0.06 -1.02 -0.59
O: 1.18 -0.65 -0.34
C: -1.15 0.03 -0.20
C: -0.81 0.66 1.16
N: -1.49 1.09 -1.18
H: -0.40 -1.92 -0.01
H: -0.24 -1.26 -1.66
H: -2.10 -0.49 -0.06
H: 0.03 1.35 1.14
H: -1.67 1.26 1.44
H: -0.75 -0.14 1.89
H: -0.61 1.35 -1.62
H: -2.00 0.61 -1.91
H: 2.73 -0.60 0.24
H: 3.65 0.07 1.28
O: 3.69 -0.36 0.40

Orbital gap ... 7.375 eV
Total charge ... -1
HOMO ... -3.04 eV

Atom charges from the Löwdin analysis, given in e for atoms 1 to 4: C -0.491; O -0.302; C -0.454; C -0.099


Version 2
The following is a quantum chemistry calculation of a 2-piece molecular cluster, C3H10NO2 overall, from OMol25.

CARTESIAN COORDINATES (ANGSTROEM)
C: 1.03 0.19 -1.51
N: 0.04 0.38 -0.49
C: 0.25 -0.46 0.70
C: -0.64 -1.77 0.55
O: -1.64 -1.61 -0.34
H: 1.96 0.74 -1.32
H: 0.64 0.53 -2.47
H: 1.33 -0.86 -1.67
H: -0.88 -0.04 -0.79
H: 0.01 0.08 1.62
H: 1.30 -0.77 0.77
H: -0.99 -2.00 1.57
H: 0.07 -2.60 0.34
H: 0.05 2.72 1.80
H: 0.45 2.00 0.52
O: 0.56 2.85 0.99

Orbital gap ... 6.983 eV
Total charge ... -1
HOMO ... -2.83 eV

Atom charges from the Löwdin analysis, given in e for atoms 1 to 4: C -0.170; N -0.181; C -0.248; C -0.507


The most stable arrangement is version 1, and the next structure is 10.6 kcal/mol less stable.